Entry 1:
Molecular formula: C54H162N21O23P11
Method: DFT, wB97M-V/def2-TZVPD

The geometry in XYZ format:
```
271
Properties=species:S:1:pos:R:3:forces:R:3
C 12.7558 22.3166 17.5822 -1.39 -0.35 0.36
N 12.5013 22.3779 19.0122 1.25 0.13 0.40
C 13.5729 23.1300 19.7011 -1.08 0.17 -0.18
P 10.9422 22.4052 19.5253 0.05 -1.52 1.33
O 10.0995 23.5551 19.1890 -0.23 0.77 0.30
N 10.2722 21.0617 18.7344 1.01 -0.10 0.74
C 8.9005 21.1331 18.3834 -1.04 2.31 1.05
C 10.7511 19.6958 18.7198 -1.26 -0.60 0.86
N 11.1545 22.2247 21.2448 -0.31 0.18 -0.73
C 11.5957 20.9590 21.8875 -0.87 -0.33 -2.39
C 10.2838 22.9793 22.1514 0.01 -0.16 0.99
H 13.6130 21.6823 17.4554 0.88 0.39 -0.58
H 12.6959 23.3161 17.1437 0.85 -0.07 -0.17
H 11.9362 21.7754 17.1353 -0.30 -0.25 -0.26
H 14.5245 22.5997 19.7057 0.00 0.04 -0.38
H 13.2804 23.2952 20.7104 -0.20 -0.21 0.99
H 13.6245 24.1516 19.3100 0.46 -0.18 -0.43
H 8.7507 22.2139 18.1275 -0.62 -1.13 -0.02
H 8.7180 20.4799 17.5710 -0.35 -0.56 -1.05
H 8.2184 20.8541 19.2279 0.33 0.11 -0.54
H 11.7295 19.6897 19.1434 0.95 -0.52 -0.25
H 10.0968 19.0187 19.3839 0.77 0.86 -0.75
H 10.6662 19.2646 17.6957 0.47 0.28 0.58
H 12.1648 21.1256 22.7765 0.25 0.40 0.72
H 10.6902 20.3180 22.1189 1.04 0.42 -0.17
H 12.2757 20.4497 21.1566 -0.66 0.10 0.70
H 10.8626 23.1226 23.1264 -0.75 0.20 -1.22
H 9.4116 22.3582 22.4194 0.06 0.13 0.04
H 9.8667 23.9321 21.7590 0.78 -0.65 0.04
C 16.2495 18.5723 9.9861 -0.65 -0.40 -1.01
N 15.9187 19.2373 11.2368 0.84 0.83 1.18
C 14.5341 19.0596 11.6430 0.25 -0.41 -0.19
P 17.1302 19.7192 12.3423 -0.38 0.20 0.20
O 18.3864 19.1277 11.8597 0.51 0.14 0.35
N 17.1732 21.4290 12.5388 0.63 -0.97 -0.59
C 16.0913 22.2848 12.1942 -1.00 -0.16 -1.63
C 18.2724 22.1449 13.1388 0.22 -0.89 2.38
N 16.7208 19.2006 13.9229 -1.22 0.14 -0.45
C 15.8259 20.0077 14.7977 1.70 -0.16 0.96
C 16.5525 17.7669 14.1438 -0.04 -1.29 1.52
H 15.8126 17.5352 10.0029 0.41 0.78 -0.05
H 17.3175 18.4915 9.8036 0.03 0.06 0.43
H 15.8319 19.0871 9.0642 0.13 -0.32 1.13
H 14.3225 19.6132 12.5671 -0.06 -0.13 -0.39
H 14.3468 17.9665 11.8300 -0.21 0.89 -0.25
H 13.9347 19.4517 10.8031 -0.33 -0.34 0.56
H 15.5883 22.8119 13.0217 0.25 -0.33 0.11
H 16.3800 23.0643 11.4387 -0.08 -0.57 0.58
H 15.3967 21.5928 11.6901 -0.37 0.83 0.10
H 19.0028 21.4668 13.6315 -0.24 0.28 -0.79
H 18.7640 22.9512 12.6150 0.14 -0.23 -1.14
H 17.8560 22.6789 13.9966 -0.15 0.16 0.36
H 16.2007 21.0549 14.7652 -0.58 -0.70 0.28
H 14.7992 19.9295 14.5248 -0.99 0.18 -0.53
H 15.8251 19.6025 15.8673 0.58 0.54 -1.31
H 15.5074 17.3007 14.1360 0.85 1.06 -0.66
H 16.8268 17.5376 15.2211 0.02 0.29 -1.32
H 17.2200 17.1720 13.4974 -0.39 0.37 0.26
C 10.4751 14.1153 17.3579 0.27 0.14 1.35
N 11.5591 13.4517 18.0964 -0.12 -1.14 -0.52
C 11.7922 14.0026 19.3987 -0.46 0.67 0.55
P 12.5576 12.1776 17.6937 -0.37 -1.83 -2.11
O 13.1273 11.2903 18.7530 -0.70 1.03 -0.24
N 11.6207 11.2606 16.4743 -0.08 2.08 1.91
C 10.3322 10.8863 17.0787 0.03 -2.16 -1.71
C 12.2585 10.1416 15.8269 1.24 -1.14 -0.56
N 13.7720 12.7949 16.7613 0.13 0.01 1.93
C 15.0566 12.1637 16.6099 -0.01 -0.53 1.53
C 13.4310 13.7521 15.7889 -0.30 0.51 -2.45
H 10.7809 15.1296 17.1267 -0.05 0.39 0.27
H 9.5200 14.1273 17.9333 0.66 -0.04 -0.16
H 10.2926 13.6830 16.4253 -0.22 -1.02 -1.43
H 12.7374 13.6400 19.7885 0.14 0.30 0.18
H 11.0160 13.6846 20.1131 0.05 0.13 -0.05
H 11.7479 15.1085 19.2996 0.39 -0.50 0.36
H 9.6310 10.5667 16.2673 0.57 -0.05 0.46
H 10.5121 10.0265 17.7451 -0.43 0.16 0.06
H 9.7845 11.6427 17.5754 0.07 1.05 0.67
H 13.2900 10.2734 15.4391 -0.50 0.90 0.41
H 12.4084 9.2545 16.4596 -0.40 0.09 0.38
H 11.7475 9.7648 14.9275 -0.49 0.47 0.33
H 15.0890 11.6371 15.7031 0.26 -0.53 -1.78
H 15.8498 12.9049 16.6535 0.26 0.06 -0.06
H 15.2271 11.3585 17.3581 -0.26 0.89 -0.04
H 13.1938 13.1892 14.8481 0.29 0.76 0.15
H 14.2346 14.4929 15.5916 -0.14 -0.53 0.13
H 12.5302 14.3348 15.9886 0.13 -0.21 0.36
C 15.9239 19.5730 26.1579 -0.14 0.19 0.45
N 16.5700 20.1584 25.0130 1.25 -0.02 -1.20
C 15.9477 19.8004 23.7110 2.83 -0.98 1.39
P 18.0534 20.9487 25.2504 -1.43 -1.24 0.82
O 18.6079 20.5044 26.5704 0.15 0.81 -1.01
N 18.9603 20.7104 23.8683 -0.61 -1.28 0.43
C 19.2272 19.3851 23.3040 -0.89 0.75 -0.82
C 19.9638 21.6689 23.5635 1.77 0.50 1.24
N 17.6894 22.5695 25.2465 0.03 0.44 0.71
C 18.0331 23.3747 26.4240 0.06 1.00 -0.17
C 16.7736 23.1261 24.2564 0.37 0.33 0.54
H 16.6298 19.6783 27.0038 -0.73 -0.17 -0.21
H 15.6998 18.5098 25.9727 0.06 0.33 0.14
H 14.9699 20.1150 26.3584 0.55 -0.44 0.04
H 16.5346 20.3014 22.9630 -0.15 0.44 -0.67
H 14.9537 20.1509 23.7759 -1.37 -0.11 -0.52
H 16.1504 18.7014 23.5502 -1.03 0.90 0.08
H 18.4373 18.6751 23.5130 -0.10 -0.05 0.25
H 19.2438 19.5450 22.2193 0.05 -0.26 -0.02
H 20.1787 18.9778 23.5723 0.65 -0.21 0.53
H 20.2788 21.6166 22.5320 -0.33 0.10 -0.54
H 19.4412 22.5798 23.8247 0.91 0.88 -0.27
H 20.9825 21.5620 24.1470 -1.91 0.13 -0.60
H 17.1973 23.7126 27.1090 0.43 -1.14 -0.63
H 18.8341 22.8441 26.9593 -0.51 0.38 0.06
H 18.3990 24.3531 26.0719 0.36 -0.28 0.01
H 17.2762 23.3925 23.3349 0.28 -0.02 -0.41
H 16.3163 24.0566 24.6171 0.05 -0.35 0.18
H 16.0048 22.4078 24.0366 -0.51 -0.20 -0.15
C 13.6230 16.6291 25.0652 -0.12 -0.47 -0.91
N 12.6621 16.3229 26.0837 -2.08 0.24 2.24
C 11.2928 15.7944 25.7419 2.26 0.60 -2.55
P 12.6867 16.9074 27.6906 -0.11 -0.75 -0.26
O 11.3718 16.7034 28.4059 1.80 0.52 -0.80
N 13.8995 16.0164 28.4332 1.06 0.30 0.38
C 13.7549 15.3172 29.6936 0.06 0.86 1.16
C 15.2293 15.7419 27.8923 -0.02 0.05 -0.56
N 13.2758 18.5039 27.5143 -0.50 0.09 1.35
C 13.8975 19.1432 28.7122 1.12 -0.56 -1.40
C 12.2799 19.4830 26.9980 -0.23 -1.97 0.71
H 13.4316 15.9700 24.1820 0.09 0.49 0.59
H 14.6381 16.4243 25.3959 0.13 0.05 0.00
H 13.5851 17.6712 24.7415 -0.02 0.16 -0.16
H 10.6575 15.9566 26.5527 -0.96 -0.16 1.27
H 11.4037 14.7441 25.4396 -0.56 0.51 0.18
H 10.9027 16.3922 24.8886 0.10 -0.44 0.24
H 12.7332 15.4600 30.0070 -0.30 -0.20 0.40
H 13.9675 14.2641 29.5541 -0.11 -0.37 -0.02
H 14.4606 15.6715 30.5410 -0.94 -0.19 -1.39
H 15.7417 16.6116 27.4985 0.07 0.44 0.04
H 15.8568 15.2867 28.6594 -0.05 0.30 0.13
H 15.2340 15.0226 27.0757 -0.37 -0.20 -0.20
H 14.8237 18.6090 28.9676 -0.08 0.32 -0.18
H 14.1102 20.1845 28.4047 0.14 -0.53 0.44
H 13.3030 19.1352 29.5945 -0.95 0.07 0.66
H 11.6605 19.8778 27.8212 -0.21 -0.43 -0.35
H 11.7047 18.9418 26.2356 -0.16 0.69 0.05
H 12.8269 20.3096 26.6372 0.54 0.94 -0.95
C 16.3612 16.3406 17.5055 -1.30 2.77 0.70
N 15.7398 16.1008 18.8313 0.52 0.74 -0.87
C 15.4904 14.7292 19.0761 -1.06 -0.24 1.01
P 14.7181 17.2445 19.4465 0.87 1.69 -1.40
O 13.5535 17.7640 18.7022 -0.85 -0.12 -0.67
N 14.2244 16.6167 20.8585 -0.91 0.27 -0.02
C 15.1865 16.0669 21.7709 0.70 0.98 0.59
C 12.8733 16.9782 21.3688 0.14 -0.83 -0.90
N 15.7966 18.5290 19.4821 0.27 -1.58 0.64
C 15.3318 19.8905 19.3475 -1.19 -1.00 -0.15
C 17.1456 18.2609 20.0073 -1.20 0.03 0.33
H 15.6446 16.0716 16.7093 0.22 0.23 0.15
H 17.2850 15.8673 17.2575 0.65 -0.82 0.51
H 16.5555 17.4671 17.5304 -0.31 -1.41 -0.63
H 14.6266 14.6767 19.7828 1.01 -0.53 -0.37
H 16.4145 14.3093 19.4786 -0.28 -0.76 -0.12
H 15.1391 14.3236 18.1527 0.05 -1.05 -0.48
H 16.0859 15.7084 21.2291 -0.60 0.29 0.60
H 15.4528 16.8069 22.5557 0.27 -0.27 -0.42
H 14.7281 15.2707 22.2909 -0.41 -1.32 0.55
H 12.3121 16.0540 21.6369 0.52 0.49 0.18
H 12.9965 17.6324 22.2293 -0.30 0.14 0.11
H 12.2998 17.4472 20.5336 0.62 -0.10 0.80
H 14.4215 20.0381 19.9714 0.53 0.28 -0.31
H 16.1406 20.4989 19.6707 0.48 1.00 0.11
H 15.0453 20.0727 18.2977 0.20 0.30 0.36
H 17.1807 17.2709 20.4754 0.02 0.51 0.12
H 17.3660 19.0423 20.7138 0.47 0.17 0.50
H 17.8816 18.2417 19.2401 0.79 0.23 -0.84
C 19.3809 11.8873 16.1895 1.22 -0.45 0.62
N 20.0528 13.1645 15.8036 -0.58 -0.65 1.43
C 20.4798 14.0116 16.9716 -0.26 -0.89 0.12
P 19.1379 14.0023 14.7041 0.64 0.72 -0.98
O 17.9275 14.6781 15.2205 0.34 0.82 0.25
N 20.3754 14.9398 14.0087 -1.79 -0.71 0.54
C 19.9087 16.0960 13.2360 0.51 -0.92 0.52
C 21.7528 14.4648 14.0038 -1.16 0.20 -0.35
N 18.5732 12.9110 13.6035 0.11 -1.07 -1.60
C 17.1512 12.6925 13.4479 -1.43 0.09 1.19
C 19.4493 12.0760 12.7768 0.34 2.18 -0.76
H 18.5161 11.9739 16.8562 -0.07 0.37 -0.21
H 20.0944 11.2199 16.7133 -0.08 0.59 -0.06
H 19.1218 11.3104 15.3073 -0.27 0.26 -0.10
H 21.0738 14.8583 16.6360 -0.30 0.13 -0.09
H 21.1290 13.4310 17.6306 0.06 -0.23 -0.24
H 19.6465 14.3365 17.6300 0.16 0.02 -0.68
H 19.8935 16.9690 13.8672 0.34 0.72 -0.32
H 20.3811 16.1686 12.2677 0.77 0.46 0.01
H 18.9098 15.9009 12.9536 -1.40 -0.14 -0.13
H 22.2082 14.6141 14.9713 0.75 0.38 -0.09
H 21.7469 13.4214 13.8069 0.14 -1.11 0.10
H 22.2299 14.8654 13.1284 0.69 0.75 0.04
H 16.6665 13.6363 13.7147 -0.17 -0.19 -0.33
H 16.7491 12.3353 12.4729 1.01 0.36 0.37
H 16.7679 11.9920 14.2187 0.18 -0.02 -0.41
H 20.1491 12.7575 12.2623 -0.21 -0.21 -0.21
H 18.9451 11.4998 12.0003 -0.26 0.08 0.40
H 20.0946 11.4836 13.3534 0.68 -1.39 0.95
C 12.9472 13.0111 25.7540 0.39 0.40 0.75
O 11.8271 12.5597 25.0363 -0.67 -0.69 -1.32
P 11.7924 12.5642 23.4336 -0.68 -2.41 0.50
O 12.5565 13.6125 22.7693 -0.01 0.92 -0.16
O 12.2831 11.0789 23.0453 -0.42 0.96 0.08
C 12.3696 10.7974 21.6045 -1.36 -1.56 1.19
O 10.1965 12.4743 23.1685 0.91 -0.17 -0.41
C 9.4604 13.6904 23.1537 2.10 1.25 3.03
H 13.2084 13.9996 25.3801 0.57 -0.17 0.20
H 13.7719 12.3030 25.7750 0.15 -0.08 -0.57
H 12.6383 13.0860 26.7943 -0.18 0.28 0.03
H 11.3471 10.6607 21.2454 -0.01 0.74 -0.26
H 12.7445 9.7757 21.4757 0.66 0.51 0.31
H 12.9309 11.5488 21.1263 0.55 0.58 -0.76
H 8.4334 13.5934 23.1190 -2.07 -1.07 -1.19
H 9.8896 14.4026 22.4700 -0.09 0.23 -0.40
H 9.5028 14.1082 24.2072 0.50 0.03 -1.01
C 12.1834 17.8422 15.5304 0.09 -0.79 -0.72
O 10.9385 17.1042 15.6395 0.67 0.97 0.88
P 9.9987 16.6524 14.5028 0.64 -1.49 -2.36
O 10.0573 15.2407 14.1234 0.20 -0.12 0.11
O 8.5528 16.9844 14.9591 -0.97 1.39 0.66
C 8.2985 18.3550 15.4068 1.20 -1.09 -0.33
O 10.3939 17.6249 13.2580 -0.19 -0.50 1.94
C 9.8788 17.2926 11.9907 0.19 -0.78 -1.34
H 11.9881 18.8229 15.1016 0.07 -0.05 -0.18
H 12.8947 17.2424 14.9231 -0.42 0.55 0.19
H 12.5801 17.9375 16.5214 0.13 0.00 0.63
H 9.2382 18.7975 15.6902 0.49 0.45 -0.21
H 7.7892 18.2919 16.3336 -1.21 -0.01 0.48
H 7.8503 18.8950 14.5954 -0.52 0.31 -0.03
H 10.4965 17.8913 11.3266 -0.01 -0.32 -0.45
H 8.8663 17.6440 11.8690 -0.52 0.10 0.16
H 9.8942 16.1866 11.7111 0.31 1.42 0.70
C 21.0644 15.9681 24.9618 -2.01 -1.73 0.51
O 19.7964 16.5564 24.5033 0.86 0.73 -0.23
P 18.4258 16.1963 25.1443 -0.09 -2.57 2.90
O 17.1988 16.8396 24.6873 0.17 0.87 -0.36
O 18.3336 14.6017 24.9951 0.47 0.45 -0.57
C 17.1127 13.8673 25.2043 1.05 -0.55 0.98
O 18.7596 16.2659 26.7549 -0.78 0.39 -1.55
C 18.8690 17.6409 27.2410 -0.45 -0.87 -0.73
H 20.8263 15.1397 25.6712 0.28 0.85 -0.26
H 21.7899 16.6381 25.3742 -0.13 0.84 0.11
H 21.4010 15.4887 24.0858 0.91 -0.37 -0.96
H 17.3078 12.8394 24.8247 -0.15 0.72 0.37
H 16.3007 14.2991 24.6362 -0.32 0.25 0.15
H 16.9764 13.8519 26.3219 -0.43 -0.15 -1.20
H 18.0978 17.7797 27.9917 0.32 0.13 0.31
H 18.6894 18.3367 26.4397 -0.15 0.33 -0.16
H 19.8877 17.7658 27.5420 0.40 0.25 0.73
C 19.1604 18.7212 16.3009 0.86 0.04 0.89
O 18.6222 19.8930 16.9847 0.58 0.05 0.23
P 19.6681 20.8116 17.7759 -1.11 -0.74 0.44
O 20.6695 20.0220 18.4728 0.92 -0.17 0.33
O 20.2235 21.9039 16.7932 0.20 0.38 -0.22
C 21.6195 22.2020 16.5427 -0.28 0.06 0.00
O 18.6632 21.6006 18.7221 0.31 -0.18 -0.68
C 18.6757 23.0040 18.8948 -1.74 -0.31 1.80
H 20.0583 18.2736 16.7996 -0.71 0.74 -0.11
H 19.4318 19.0687 15.3276 0.06 -0.20 -0.86
H 18.4139 17.9419 16.2807 -0.31 0.16 -0.11
H 21.6970 22.1185 15.4496 0.52 0.07 0.51
H 22.2958 21.5572 17.1091 -0.30 -0.39 -0.35
H 21.8535 23.2128 16.9002 -0.40 -0.06 -0.34
H 19.2691 23.5553 18.2473 1.38 0.61 -1.36
H 18.9176 23.2409 19.9267 0.41 -0.12 0.15
H 17.6594 23.3579 18.7838 -0.38 0.02 -0.26
```
Positions in Å, forces in eV/Å.

Computed properties:
Orbital gap: 8.5 eV
Structure (SMILES): CN(C)P(=O)(N(C)C)N(C)C.CN(C)P(=O)(N(C)C)N(C)C.CN(C)P(=O)(N(C)C)N(C)C.CN(C)P(=O)(N(C)C)N(C)C.CN(C)P(=O)(N(C)C)N(C)C.CN(C)P(=O)(N(C)C)N(C)C.CN(C)P(=O)(N(C)C)N(C)C.COP(=O)(OC)OC.COP(=O)(OC)OC.COP(=O)(OC)OC.COP(=O)(OC)OC
Relative energy (zero: lowest compared OMol25 entry of this formula, charge and spin): 187.2 kJ/mol
Total charge: 0

Entry 2:
Molecular formula: C3H12NO
Method: DFT, wB97M-V/def2-TZVPD

The geometry in XYZ format:
```
17
Properties=species:S:1:pos:R:3:forces:R:3
C 1.5408 -0.4137 -1.0841 -8.00 -0.25 -0.69
C 0.7501 0.5786 -0.1700 0.39 -0.09 -4.84
N 0.0413 -0.1062 0.8924 -2.74 0.95 -0.82
C -0.7038 0.9287 1.7226 -5.08 -1.79 -1.03
H 0.9628 -1.4352 -1.1653 1.00 1.92 -0.09
H 1.6335 0.0204 -2.0426 -0.43 0.35 -1.25
H 2.4349 -0.6423 -0.8835 6.96 -1.66 2.61
H 1.3896 1.3461 0.1317 1.07 0.96 1.39
H 0.0959 1.1704 -0.9688 0.32 -1.64 2.39
H 0.6147 -0.5506 1.5506 1.63 -1.01 0.83
H -0.5298 -0.8793 0.3889 0.06 1.76 1.06
H -1.1429 1.7495 1.1027 0.54 -1.02 0.26
H -0.1434 1.3256 2.4636 2.59 1.17 1.88
H -1.5853 0.4560 2.3537 1.65 0.55 -1.71
H -1.0675 -1.6744 -1.5642 -1.44 -0.22 -0.70
H -2.6524 -0.9237 -1.4536 3.08 -1.06 0.03
O -1.6385 -0.9498 -1.2739 -1.61 1.07 0.68
```
Positions in Å, forces in eV/Å.

Computed properties:
Orbital gap: 12.9 eV
Relative energy (zero: lowest compared OMol25 entry of this formula, charge and spin): 233.9 kJ/mol
Total charge: +1